Record 1
Below is 10 unconnected molecules or ions with the total composition C36H95N4O14, with properties calculated with the ωB97M-V functional and the def2-TZVPD basis.

XYZ file:
```
149
Properties=species:S:1:pos:R:3:forces:R:3
C -17.1145 18.1736 20.7233 0.0944 -0.0500 0.1668
H -22.0962 25.9020 21.0270 0.0716 0.0017 0.1867
H -23.5726 14.1001 19.7826 0.0364 -0.8078 0.2961
O -18.7164 16.3660 20.2943 -0.2877 -0.3208 -0.2785
H -13.9744 22.9358 23.6672 -0.3690 0.2480 -0.2470
O -20.4769 20.8976 20.8848 -0.3830 0.5589 0.4776
C -11.2880 22.0133 25.5641 -0.0630 -0.9021 -0.2482
H -18.3954 24.8223 20.3435 0.5087 0.3827 0.2107
H -19.3358 27.9463 21.6864 -0.0717 -0.0438 0.3613
C -17.9281 23.6878 25.9865 0.5215 -0.3554 -0.4956
H -17.8847 22.0702 18.4993 0.8174 0.6974 -0.1398
H -21.0859 22.8244 22.8383 -0.2110 0.1257 0.1322
H -20.8401 22.5056 18.0611 0.2191 -0.2408 -0.1127
H -19.9200 14.6656 22.9883 -0.1695 -0.1062 -0.5917
H -22.1010 20.5134 21.6683 1.4671 0.0898 -0.7326
H -20.2911 18.8396 25.0194 -0.0187 0.0137 0.3138
H -21.4815 13.8688 21.2024 0.1174 0.0918 -0.1284
O -19.9346 17.3705 23.6084 -0.1016 -0.9034 0.2024
H -15.1648 30.2322 21.5942 0.0845 -0.3322 -0.1556
H -24.1494 26.8758 22.5324 0.6592 0.5656 -0.3467
C -17.6055 16.7414 21.0761 0.8787 0.9357 -0.2805
H -16.1674 19.4966 17.8984 -0.2096 -0.1674 0.9785
O -22.6548 15.8470 19.5119 0.9564 0.1834 0.4265
H -19.1564 25.6533 21.7745 0.5876 -0.1662 0.4168
O -15.6896 31.5774 18.5434 1.1966 -0.9226 0.7314
H -18.6124 18.1763 24.9915 0.0424 -0.1180 0.3869
H -22.0354 14.6372 18.0170 0.2333 -0.4098 -0.2824
C -18.7889 25.7526 20.7531 -1.4135 1.3005 -0.6827
H -14.1114 31.5189 19.9920 0.2527 0.5942 -0.5380
N -16.6358 29.3812 20.2902 0.6230 0.4938 1.6617
H -15.4305 21.0727 17.9944 -0.1343 0.2650 0.0166
H -17.0276 23.1038 25.7966 0.1877 -0.0237 0.6426
H -24.4904 25.1369 25.7368 -0.4410 0.2507 0.2738
H -21.1224 16.1352 18.1476 -0.0773 0.0980 0.3499
H -16.2513 18.5420 21.2777 0.0147 -0.4195 0.7516
O -22.9678 20.2626 21.9960 -1.5107 0.6351 0.4269
H -11.5415 18.5315 27.6470 0.0681 0.0418 0.2570
H -19.1556 28.4914 20.0644 0.0040 0.4439 -0.2807
H -17.7726 24.5144 26.6799 0.2601 0.1152 0.0598
H -16.5488 22.0824 22.9653 0.0177 0.1585 -0.3308
C -19.6836 21.6706 21.7484 -0.3389 -1.4320 -1.7960
H -18.0848 30.0991 21.5631 -0.2749 0.0612 0.8105
C -25.1048 21.0237 22.6671 0.2120 0.1743 0.3768
H -25.3347 23.5753 26.0221 0.0199 -0.0297 0.4838
H -13.1861 18.2503 27.0246 0.0563 0.0546 -0.0274
C -17.5621 29.1550 21.4098 -0.5073 -1.0983 -1.8435
H -18.3258 15.9338 19.5313 -0.3829 0.1084 -0.2531
H -19.3164 22.5084 21.1557 0.1210 1.0718 0.2453
H -10.3793 20.0367 25.4881 0.0311 -0.1258 -0.2470
C -24.5985 24.1014 25.4144 0.4161 -0.0836 0.5869
C -13.8819 21.8558 23.7814 0.6735 -0.7067 -1.0367
C -23.2361 14.9206 20.4163 0.6853 -0.0093 -0.2967
H -23.0499 24.4142 20.9826 -0.1587 0.0800 -0.1635
H -19.5373 15.7988 24.9506 0.3073 0.0921 0.2006
C -18.5841 28.1267 20.9179 -0.3099 -0.6160 0.4550
H -19.1527 19.2910 23.7674 -0.2226 -0.2623 -0.4312
N -21.8121 15.5078 22.4385 0.9600 -0.4127 -0.0845
H -25.9164 21.7158 22.4425 -0.0324 0.0382 0.0424
H -22.5368 16.0598 22.8746 -0.1092 0.0470 -0.1030
H -26.8318 25.2290 24.1546 0.2846 0.3303 0.1126
H -22.5369 25.0062 22.5281 0.1889 0.0722 0.0339
C -22.8690 25.3318 21.5424 -0.7313 0.1353 0.6853
H -14.7949 30.6482 16.9080 0.1410 -0.1417 0.0476
H -14.1696 32.2781 17.2727 0.1697 0.0441 0.1490
H -22.2402 23.2982 16.1586 -0.2128 -0.0855 -0.4478
H -10.4094 22.5611 25.9048 -0.3426 0.6313 -0.1178
C -16.3866 20.5640 17.8711 -0.7516 0.1107 0.0791
H -23.3080 22.2317 22.5760 -0.0104 0.1511 0.2724
O -24.2708 26.9303 20.4279 -0.0792 0.8002 0.0264
H -16.7066 20.6063 16.8300 -0.1321 0.7328 -0.1091
H -16.5351 20.3298 22.5404 -0.0232 0.3278 -0.2489
C -20.8239 15.0649 23.4485 -0.2702 0.9750 -1.0284
H -23.5346 22.1462 16.6964 -0.0354 0.1414 -0.2625
H -18.7682 21.0992 21.9017 0.5813 -0.2755 0.7571
H -21.9837 21.5082 16.1068 -0.0542 0.1116 -0.1799
H -21.7184 21.1060 19.4071 0.5124 -0.4768 1.1707
C -12.4503 21.4488 23.4060 -0.0522 -0.3417 0.2386
H -15.7782 32.0623 16.5754 -0.0154 0.0662 0.0783
C -12.1895 18.6141 26.7745 0.1011 -0.0558 -0.2634
H -11.7666 17.9945 25.9837 0.0509 -0.2965 -0.0888
C -20.2887 22.1180 23.0698 -0.0401 0.3272 -0.6949
H -20.7253 21.2964 23.6377 0.1733 -0.0888 0.0446
H -23.3506 22.6716 27.3928 0.1839 -0.2463 0.3061
H -10.5093 20.6985 27.1044 -0.1368 0.0120 0.3096
O -22.3803 21.2441 18.7256 0.1882 0.1743 -0.8794
H -16.8106 16.0359 20.8338 0.4047 -0.0865 0.3845
O -18.6517 20.2959 18.6554 0.1958 -1.1379 -0.2645
C -11.0276 20.6115 26.1495 -1.3972 -0.2290 -0.5048
H -18.1214 24.0799 24.9880 -0.6286 0.2854 -0.1022
H -11.2584 23.0030 23.7284 0.2665 0.2025 0.5627
H -23.1247 22.5565 25.0144 -0.2769 -0.3158 -0.1934
H -17.2306 29.7250 19.5498 0.1916 0.1254 -0.4474
H -24.1586 15.3370 20.8208 0.1603 0.5331 -0.0080
H -20.1444 24.2696 27.2650 -0.0589 0.2726 0.0062
C -15.0546 31.6417 17.2736 -0.5022 -0.0278 0.1062
C -22.4641 22.3385 16.6243 0.3078 0.1936 0.5374
H -22.3241 23.2324 18.6079 -0.0764 0.6954 -0.3181
H -27.0675 23.5792 24.6300 0.2673 -0.3526 0.1793
N -22.6836 23.2848 26.9464 0.8703 0.1995 -0.9108
H -17.1869 21.2132 19.8497 0.0890 -0.3969 0.2887
H -22.5055 24.1513 25.0445 0.0936 0.1438 0.0644
H -19.7036 25.9869 20.2086 -0.4451 -0.5350 -0.3273
H -26.8522 23.9857 22.9394 0.6366 -0.1810 -0.0805
H -16.3432 31.3665 20.9718 -0.1621 0.3416 0.2555
C -21.9244 22.3983 18.0311 -0.6939 -0.4899 0.8096
H -12.2392 22.3576 25.9701 0.1983 0.3365 0.7260
C -21.3505 22.5689 26.8260 -0.4560 0.0835 1.3790
H -20.4187 23.9520 25.5270 0.4838 0.2620 -0.1960
C -15.7554 30.4856 20.7138 -0.4864 -0.1061 -1.7433
C -19.4796 18.4632 24.3967 -0.2165 -0.4791 -0.1329
H -22.8876 13.7464 22.2138 -0.5130 -0.5447 -0.1787
H -19.5147 22.6494 23.6236 -0.0006 -0.0403 0.3987
N -11.3527 22.0726 24.1100 0.6031 0.2092 -0.3089
C -16.0634 21.1196 23.1249 -0.5238 -0.4520 0.5137
C -20.1824 23.5025 26.4915 -0.4781 -0.4114 -0.3590
H -23.9584 21.8629 21.0169 0.0242 -0.3072 -0.4157
O -12.3051 19.9347 26.3228 0.8315 0.9740 -0.0306
O -17.9804 26.9081 20.5348 1.1025 -0.5516 0.6620
H -20.7864 14.7930 19.2823 -0.0670 0.1947 0.2625
O -14.6952 21.1083 22.8423 0.9776 0.8413 1.0635
H -17.8814 16.6223 22.1238 -0.0020 0.2660 -0.0046
C -26.5011 24.2115 23.9463 0.8538 0.1872 0.3742
H -14.3617 29.9914 19.1819 -0.2206 -0.0302 -0.5912
H -16.7067 18.2656 19.7166 -0.5530 -0.3969 -0.3576
H -17.9001 18.9212 20.8326 -0.2225 -0.1834 -0.0782
H -25.0734 25.7072 21.7807 0.2288 -0.8163 0.2453
C -22.3327 14.4366 21.5783 0.1243 0.6563 0.4272
H -21.2178 14.2773 24.0908 -0.0989 -0.2809 0.3800
O -25.0558 24.0552 24.0817 -1.1898 -0.1323 -0.7419
H -17.0308 28.7837 22.2862 -0.0404 0.1672 0.0286
H -21.4622 21.6998 26.1776 0.3693 0.1012 -0.4115
C -23.1869 23.4879 25.5772 -0.1443 0.0061 -1.0260
H -16.2484 20.8483 24.1643 0.0236 -0.0254 0.3600
C -23.7876 21.4365 22.0054 -0.0421 -1.1807 0.3009
C -20.3521 16.2013 24.3488 -0.1062 0.9048 -0.4213
H -14.0277 21.6352 24.8388 -0.6490 -0.4516 0.0126
H -19.2915 20.5976 19.3044 -1.1641 -0.1488 0.9773
O -18.9168 22.8182 26.4626 -1.3338 0.1627 -0.2367
H -25.4188 20.0070 22.4305 0.1665 0.0568 -0.5756
H -21.0739 22.1942 27.8115 -0.3791 -0.2630 0.1981
C -21.5597 15.3188 18.7222 -1.4607 0.1699 0.1926
C -14.8739 30.8842 19.5404 -0.4279 0.4949 0.6437
C -24.1229 26.2263 21.6574 -0.2089 -0.9950 -0.4848
H -24.6403 26.2880 19.8176 0.0591 0.0899 -0.1698
C -17.5319 21.0910 18.8230 1.0168 0.0423 -1.5639
H -24.9589 20.9867 23.7467 -0.0572 0.2347 0.2002
H -12.3002 21.6932 22.3544 -0.0822 -0.2763 -0.0865
H -21.1665 16.4395 25.0330 -0.1757 0.4356 0.2057
H -12.3396 20.3741 23.5502 -0.2983 -0.1318 -0.2393
```
Forces are in eV/Å.

Its orbital gap is 6.4 eV. For the total energy, the calculation gives -73489.922 eV. The charge is -1.

Atomic partial charges in e from the Mulliken method, atoms 1 to 4:
1 C -0.2969
2 H 0.3427
3 H 0.4021
4 O -0.3718

Record 2
Below is C5H11NO in the gas phase, with properties calculated with the ωB97M-V functional and the def2-TZVPD basis.

XYZ file:
```
18
Properties=species:S:1:pos:R:3:forces:R:3
H -1.8852 -1.6093 -1.0048 -0.0688 0.0131 0.1109
H 2.7759 -0.4511 0.8566 0.1387 0.0735 -0.1015
H -0.3177 -1.8673 -0.2498 -0.0659 0.0277 -0.0314
H 1.1432 -0.3959 -1.4780 0.0268 0.0378 0.1802
C -1.9857 0.9981 0.6051 -0.0350 0.0847 0.0576
H -1.7284 -1.5651 0.7595 0.0701 0.0733 -0.1020
C 2.7826 -0.0503 -0.1610 0.1487 0.0296 0.0529
H -3.0175 0.7570 0.3244 0.1982 -0.0417 0.0110
H -1.8292 0.7383 1.6565 -0.1048 0.0958 -0.1253
C 0.4452 0.5279 0.2156 0.0521 -0.0257 0.0730
H -1.8489 2.0775 0.5020 0.0101 -0.1101 0.0475
C -0.9827 0.2281 -0.2426 -0.0152 0.1367 -0.0670
N 1.4162 0.0632 -0.6237 -0.1940 0.0185 -0.0214
H 3.3378 -0.7303 -0.8139 -0.1206 0.1584 0.0904
H -1.0620 0.5605 -1.2881 0.0582 -0.0865 0.1354
O 0.7196 1.0847 1.2670 -0.0878 -0.2462 -0.2940
H 3.2796 0.9241 -0.1428 -0.0109 -0.1433 0.0091
C -1.2428 -1.2902 -0.1821 -0.0001 -0.0956 -0.0251
```
Forces are in eV/Å.

Its SMILES is CNC(=O)C(C)C. Its orbital gap is 10.5 eV. For the total energy, the calculation gives -8901.487 eV.

Atomic partial charges in e from the Mulliken method, atoms 1 to 4:
1 H 0.2977
2 H 0.2772
3 H 0.3778
4 H 0.2953

Record 3
Below is C4H7N3 in the gas phase, with properties calculated with the ωB97M-V functional and the def2-TZVPD basis.

XYZ file:
```
14
Properties=species:S:1:pos:R:3:forces:R:3
N -2.0683 -0.4230 -0.0349 -1.6372 -0.8217 -0.0380
C 1.1426 1.3888 -0.0114 0.4646 -0.9980 -0.5868
H -1.7274 1.5104 -0.7615 -0.3359 0.4320 -0.7315
C -1.1794 -1.3223 -0.0378 -0.2765 1.1515 -0.0098
C -1.4272 0.8509 0.0183 1.5880 0.4873 1.1516
H 1.0111 2.4660 -0.0447 -0.0829 -0.2427 0.0541
H 1.8392 -1.2076 -0.7641 -0.3004 -0.4337 0.6068
N 1.2407 -1.5714 -0.0022 1.4538 -0.1748 0.5363
N 0.0825 -0.8316 -0.0113 1.8695 0.8435 0.1406
H 1.7644 -1.4265 0.9084 -0.8267 -0.0711 -1.3893
H -1.3170 -2.3625 -0.0550 -0.3161 -1.2258 -0.0356
H 2.1874 1.0084 -0.1586 -1.1395 0.3644 0.4245
H -1.6289 1.3640 0.9715 -0.2628 -0.1548 -0.2043
C 0.0804 0.5566 -0.0167 -0.1981 0.8437 0.0813
```
Forces are in eV/Å.

Its SMILES is C=C1CN=CN1N. Its orbital gap is 9.0 eV. For the total energy, the calculation gives -8729.978 eV.

Atomic partial charges in e from the Mulliken method, atoms 1 to 4:
1 N -0.6402
2 C -1.0265
3 H 0.3340
4 C 0.0639